[1]
The following is a DFT calculation (the ωB97M-V functional and the def2-TZVPD basis) of a molecular structure, C6H16N2OS at a distorted geometry.

Geometry as XYZ:
```
26
Properties=species:S:1:pos:R:3:forces:R:3
C -2.399018 2.461886 0.471893 -1.272 -2.165 -5.818
C 3.939452 0.637442 -0.191065 -1.668 1.178 1.625
C -3.279019 -1.881291 -0.447363 -0.229 1.671 -1.177
C 2.430884 0.707412 -0.520879 0.803 -2.680 0.195
C 1.727115 -0.368229 0.316447 -2.043 2.612 -2.336
C 0.230081 -0.549488 0.094220 -1.277 -2.410 -2.493
N -3.188641 -0.867826 0.615187 3.684 0.633 -1.428
N -0.584007 0.573800 0.599009 0.079 -0.447 -0.956
O -1.858586 0.774104 -1.510069 -0.772 -0.234 -1.111
S -2.060727 0.914826 -0.104790 0.767 -0.603 2.713
H -3.242734 2.726866 -0.255996 0.964 0.259 1.426
H -2.471139 2.604770 1.461268 -0.443 0.455 3.519
H 4.198002 -0.383438 -0.015856 0.343 -0.737 -0.011
H 4.521424 1.016390 -0.980509 0.935 0.666 -0.790
H 4.122258 1.185775 0.777133 0.092 -0.421 -1.052
H -2.312808 -1.762531 -0.898784 0.759 -0.632 -0.390
H -3.344827 -2.899513 -0.052460 -0.331 0.240 -0.004
H -3.937985 -1.669485 -1.368478 0.230 -0.410 1.715
H 1.909033 1.567870 -0.322486 -0.550 2.663 0.856
H 2.221636 0.602949 -1.568976 0.210 -0.701 -0.783
H 2.315213 -1.172012 0.520496 1.130 -2.831 -0.009
H 1.485757 0.029905 1.205989 1.024 1.882 4.140
H -0.025532 -1.586123 0.591904 -0.099 1.905 -1.172
H 0.002876 -0.487966 -1.039324 0.158 -0.875 1.753
H -3.968326 -0.379740 0.899422 -2.569 1.012 0.305
H -0.657158 0.683562 1.578067 0.076 -0.033 1.284
```
Positions in Å, forces in eV/Å.

Results
Total energy (eV): -22338.07598
HOMO-LUMO gap (alpha / beta) (eV): 8.302 / 8.300
HOMO (alpha / beta) (Eh): -0.3059 / -0.3059
ΔE to the lowest compared entry with this formula, charge and spin (kJ/mol): 306.7

[2]
The following is a DFT calculation (the ωB97M-V functional and the def2-TZVPD basis) of a molecular structure, C16H14ClIrN3O3S.

Geometry as XYZ:
```
39
Properties=species:S:1:pos:R:3:forces:R:3
Ir 0.498666 0.141304 0.215247 -0.391 0.405 -0.264
O 0.535022 -0.054960 2.268790 0.099 -0.024 -0.145
N 0.086861 -1.223604 2.756861 -0.082 -0.010 0.040
C 0.513656 -1.517198 4.005165 -0.026 0.007 0.008
C 0.080393 -2.630386 4.664111 0.025 0.015 0.006
C -0.823059 -3.477350 4.011910 -0.023 -0.009 -0.027
C -1.230196 -3.173895 2.740981 0.002 -0.030 0.047
C -0.768218 -2.025792 2.065951 0.055 0.089 -0.035
S -1.218557 -1.649753 0.460539 0.167 -0.286 0.029
H 1.204823 -0.790759 4.403406 -0.001 -0.005 0.012
H 0.443532 -2.836155 5.659587 0.001 0.008 0.001
H -1.190497 -4.369117 4.501677 0.001 -0.001 0.000
H -1.915686 -3.811765 2.202223 0.001 0.005 -0.008
Cl 4.753853 -0.646220 -5.642605 0.018 -0.005 -0.021
C 3.513261 -0.338370 -4.461589 0.000 -0.008 0.044
C 2.340505 0.337219 -4.853741 -0.028 0.008 0.012
C 1.356373 0.594532 -3.947221 -0.007 -0.006 -0.049
C 1.463825 0.198992 -2.580808 0.025 -0.122 0.074
O 0.490480 0.488051 -1.798129 0.088 0.128 0.191
C 2.657332 -0.493294 -2.202823 -0.074 0.089 -0.066
C 2.937712 -0.972800 -0.892578 0.032 -0.128 0.083
O 2.238588 -0.916846 0.134508 0.050 -0.128 -0.011
C 3.663792 -0.739694 -3.172549 0.008 0.006 -0.008
H 2.231932 0.649917 -5.884107 0.000 0.003 0.000
H 0.452431 1.113197 -4.237136 0.004 0.002 -0.002
H 3.912528 -1.459839 -0.770137 -0.025 -0.039 -0.004
H 4.564518 -1.259757 -2.869857 -0.001 -0.003 -0.005
C -4.352029 2.767470 -0.135581 -0.002 -0.003 0.000
N -2.956563 2.527679 0.182287 -0.015 -0.003 -0.010
C -2.089967 3.404657 0.788383 0.023 0.007 -0.008
C -0.898704 2.756433 0.883751 -0.047 0.015 0.030
N -1.032353 1.498541 0.347148 0.069 0.069 0.141
C -2.277811 1.392159 -0.063504 0.070 -0.033 -0.068
H -4.613844 3.772256 0.184462 0.003 0.000 0.001
H -4.989154 2.055273 0.385756 -0.001 -0.001 -0.002
H -4.518254 2.686308 -1.208270 0.000 -0.001 0.000
H -2.395232 4.391111 1.088389 -0.003 -0.002 0.001
H 0.035415 3.092126 1.296071 -0.002 -0.008 0.009
H -2.705371 0.520342 -0.526575 -0.012 0.000 0.006
```
Positions in Å, forces in eV/Å.

Results
Total energy (eV): -53627.52278
HOMO-LUMO gap (alpha / beta) (eV): 6.452 / 7.269
HOMO (alpha / beta) (Eh): -0.2275 / -0.2577
ΔE to the lowest compared entry with this formula, charge and spin (kJ/mol): 6.3
Multiplicity: 2
⟨S²⟩: 0.754

[3]
The following is a DFT calculation (the ωB97M-V functional and the def2-TZVPD basis) of a gas-phase ion, NO5P (charge -2) at a distorted geometry.

Geometry as XYZ:
```
7
Properties=species:S:1:pos:R:3:forces:R:3
N 1.308772 0.089038 0.991163 -0.674 1.186 1.492
O 1.215721 0.183400 2.234568 1.455 -1.370 1.599
O -1.956217 0.175078 -0.359531 -0.184 0.193 0.392
O -0.272287 0.558419 -2.199751 0.707 0.369 -0.803
O -0.131838 -1.586754 -0.727377 0.110 1.448 -0.135
O 0.532247 0.928502 0.370080 -0.787 -0.498 -3.166
P -0.604639 -0.143231 -0.931916 -0.627 -1.328 0.622
```
Positions in Å, forces in eV/Å.

Results
Total energy (eV): -21013.63877
Charge: -2
HOMO-LUMO gap (alpha / beta) (eV): 6.088 / 6.453
HOMO (alpha / beta) (Eh): 0.0442 / 0.0085
ΔE to the lowest compared entry with this formula, charge and spin (kJ/mol): 63.3
Multiplicity: 3
⟨S²⟩: 2.010